2 unconnected molecules or ions with the total composition C23H22ClN2 in a non-equilibrium geometry, computed with ωB97M-V/def2-TZVPD.

ΔE to the lowest compared entry with this formula, charge and spin = 0.0 kJ/mol
LUMO level = -4.81 eV
gap between HOMO and LUMO = 5.4 eV
net charge = +1
E_tot = -39704.762 eV
F_max = 0.036 hartree/bohr

CARTESIAN COORDINATES (ANGSTROEM)
Cl -3.105 1.918 -0.042
C -1.728 1.240 0.716
C -0.627 2.057 1.022
C 0.480 1.510 1.678
C 0.472 0.154 2.045
N 1.507 -0.361 2.810
C -0.606 -0.673 1.691
C -1.717 -0.127 1.042
H -0.643 3.106 0.748
H 1.354 2.125 1.895
H 1.661 -1.359 2.750
H 2.349 0.196 2.858
H -0.568 -1.737 1.925
H -2.567 -0.750 0.788
C 3.220 -3.415 4.901
C 3.159 -2.949 6.292
N 3.959 -3.514 7.220
C 4.987 -4.495 6.930
C 3.743 -2.949 8.472
C 2.776 -1.930 8.332
C 2.535 -1.146 9.456
C 3.176 -1.448 10.673
C 4.154 -2.457 10.765
C 4.452 -3.219 9.631
C 2.369 -1.932 6.908
C 1.490 -1.105 6.225
C 0.528 -0.257 6.868
C -0.194 -0.711 7.999
C -1.037 0.144 8.701
C -1.179 1.482 8.304
C -0.532 1.925 7.144
C 0.270 1.059 6.400
H 2.426 -2.942 4.319
H 4.200 -3.175 4.454
H 3.106 -4.510 4.853
H 5.515 -4.707 7.862
H 4.545 -5.420 6.536
H 5.698 -4.107 6.187
H 1.865 -0.298 9.397
H 2.930 -0.889 11.582
H 4.678 -2.655 11.698
H 5.210 -4.002 9.621
H 1.571 -1.059 5.140
H -0.073 -1.755 8.312
H -1.567 -0.230 9.580
H -1.794 2.163 8.886
H -0.643 2.962 6.818
H 0.768 1.384 5.482